# 1
14 unconnected molecules or ions with the total composition C64H148B6F24N8O2 at a distorted geometry, computed with the ωB97M-V functional and the def2-TZVPD basis.

Geometry as XYZ:
```
252
C64H148B6F24N8O2 | the Open Molecules 2025 dataset | the ωB97M-V functional and the def2-TZVPD basis
C 1.0850 7.9431 -2.9456
C 0.2122 6.7130 -3.2127
C 0.9543 5.8351 -4.1644
N 0.3776 4.4988 -4.3562
C -1.0603 4.5623 -4.7811
C -1.6423 3.1969 -5.1676
C -0.8273 2.6445 -6.3025
C 0.5842 2.4112 -5.9055
C 1.2210 3.7460 -5.3894
C 0.4391 3.6353 -3.1306
H 0.4377 8.7268 -2.4952
H 1.3222 8.2544 -4.0251
H 1.9967 7.8354 -2.3406
H -0.7465 7.0544 -3.7119
H -0.1656 6.2654 -2.2720
H 2.0413 5.7257 -3.8826
H 0.9225 6.3045 -5.1654
H -1.1513 5.2036 -5.6504
H -1.6019 4.8925 -3.8826
H -2.6569 3.4149 -5.4373
H -1.6876 2.4332 -4.4185
H -0.8882 3.3860 -7.1887
H -1.1672 1.6516 -6.5463
H 1.1928 1.9562 -6.7236
H 0.5793 1.6495 -5.0903
H 1.2891 4.4534 -6.2153
H 2.1955 3.6438 -4.8779
H -0.3270 3.9223 -2.3737
H 1.3947 3.7119 -2.7008
H 0.2636 2.5651 -3.4201
C 3.6710 -6.6980 -5.4675
C 4.5901 -5.4428 -5.0676
C 3.5965 -4.3609 -4.5227
N 4.1671 -2.9390 -4.4513
C 3.1926 -2.1098 -3.6500
C 3.0589 -2.4766 -2.2410
C 4.4182 -2.3272 -1.5933
C 5.3367 -3.2713 -2.3170
C 5.5026 -2.9482 -3.7689
C 4.3083 -2.4786 -5.8556
H 4.2063 -7.5796 -5.9410
H 2.9112 -6.3848 -6.1149
H 3.0584 -7.0684 -4.6425
H 5.0582 -5.1229 -6.0082
H 5.3980 -5.7339 -4.3723
H 3.0928 -4.5865 -3.5583
H 2.7310 -4.4444 -5.2014
H 2.2006 -2.2509 -4.0761
H 3.5600 -1.0652 -3.7013
H 2.4981 -3.4252 -2.0845
H 2.3235 -1.6917 -1.9162
H 4.4938 -2.5120 -0.5098
H 4.9100 -1.3446 -1.7327
H 4.9504 -4.2673 -2.2239
H 6.3616 -3.1803 -1.9781
H 6.1998 -3.6982 -4.2213
H 5.9512 -1.9572 -3.9094
H 4.6426 -1.4281 -5.8451
H 3.2739 -2.4228 -6.2576
H 4.9628 -3.1532 -6.3823
C -5.6133 0.8762 -4.2154
C -5.6651 -0.5145 -3.4200
C -6.4888 -0.4080 -2.1592
N -6.2549 -1.4219 -1.0801
C -7.2361 -1.1266 -0.0238
C -8.6915 -1.5497 -0.3106
C -8.7536 -2.9837 -0.8145
C -7.7609 -3.2222 -1.9626
C -6.3304 -2.8348 -1.6135
C -4.9242 -1.1272 -0.4507
H -6.5649 0.9698 -4.8473
H -4.7932 0.8224 -4.9017
H -5.5371 1.7466 -3.6361
H -4.6263 -0.8774 -3.2703
H -6.1323 -1.1247 -4.2486
H -7.5152 -0.5801 -2.4666
H -6.4630 0.5634 -1.6918
H -7.2064 -0.0664 0.1550
H -7.0351 -1.6856 0.8750
H -9.1772 -0.8415 -1.0644
H -9.2190 -1.4091 0.6186
H -9.7373 -3.1457 -1.2352
H -8.4622 -3.7320 -0.0866
H -8.0580 -2.5534 -2.7983
H -7.8163 -4.2755 -2.2351
H -5.7127 -2.8584 -2.5037
H -5.8335 -3.4389 -0.8517
H -5.0143 -0.1239 -0.1085
H -4.2285 -1.0964 -1.2719
H -4.7017 -1.7290 0.4253
C 0.7969 7.3621 0.8203
C -0.7220 7.2278 0.8235
C -1.2987 6.7300 2.1998
N -2.7678 6.9917 2.4489
C -3.6335 6.5795 1.2476
C -3.6545 5.0706 0.9287
C -4.2155 4.2877 2.0986
C -3.3449 4.6293 3.3025
C -3.2318 6.1790 3.6252
C -2.9991 8.4616 2.7843
H 1.2599 8.0507 1.6214
H 1.1645 7.8458 -0.0576
H 1.2758 6.3904 0.9995
H -0.9589 6.4302 -0.0265
H -1.1565 8.1677 0.4355
H -0.7242 7.0885 3.0880
H -1.2393 5.6469 2.0690
H -3.2808 7.1594 0.3941
H -4.6430 6.9223 1.4776
H -2.6569 4.6981 0.6950
H -4.2174 4.9422 -0.0005
H -4.0548 3.2442 1.8815
H -5.2515 4.5822 2.3124
H -2.3714 4.2762 3.0229
H -3.6488 4.1052 4.2045
H -2.4548 6.3344 4.3650
H -4.1243 6.6248 3.9749
H -2.7039 8.7179 3.8013
H -4.1099 8.5278 2.6791
H -2.4531 9.0347 2.0398
C 7.7542 -1.0259 -0.8951
C 7.3539 0.1627 -0.0393
C 5.9675 0.0956 0.5435
N 5.7282 0.8384 1.7596
C 6.4793 2.1032 1.6136
C 6.0830 3.1738 2.6683
C 4.5627 3.3739 2.7098
C 3.9123 2.0213 2.9812
C 4.2117 1.0845 1.8400
C 6.2135 0.1425 3.0215
H 8.7512 -0.8568 -1.2803
H 7.1820 -1.1810 -1.8156
H 7.8742 -1.8949 -0.2682
H 7.6055 1.1326 -0.4829
H 8.0263 0.0475 0.8078
H 5.7598 -0.9503 0.8359
H 5.1471 0.4914 -0.1222
H 6.2264 2.4930 0.5958
H 7.5445 1.8166 1.6578
H 6.6382 4.0220 2.4060
H 6.4296 3.0516 3.6528
H 4.1804 3.7860 1.7514
H 4.3050 4.0811 3.4653
H 2.8370 2.1946 2.9912
H 4.1671 1.5814 3.9485
H 3.9308 1.6336 0.9834
H 3.8067 0.0746 1.7866
H 5.5996 -0.7340 3.1652
H 6.0441 0.8516 3.7910
H 7.2660 -0.0819 2.8873
C -3.2393 -3.5173 7.3104
C -2.4416 -2.7736 6.2385
C -1.5844 -1.6427 6.9152
N -0.7542 -0.7193 6.0964
C -0.0591 0.3319 6.8601
C 1.0880 -0.1069 7.6888
C 2.0829 -0.7976 6.8395
C 1.3986 -1.9846 6.1139
C 0.2762 -1.5133 5.2882
C -1.7064 -0.0770 5.2238
H -2.5059 -3.9585 7.9175
H -4.0285 -4.2143 6.9697
H -3.7714 -2.8097 7.9870
H -3.0589 -2.3331 5.4655
H -1.6922 -3.4457 5.7602
H -1.0491 -2.1218 7.7340
H -2.3549 -0.9693 7.3758
H -0.9197 0.7310 7.4490
H 0.2100 1.1138 6.1799
H 0.7311 -0.8008 8.5474
H 1.6001 0.7452 8.2125
H 2.8316 -1.1617 7.5333
H 2.6134 -0.1586 6.1212
H 1.0993 -2.7349 6.8302
H 2.0923 -2.5180 5.4439
H -0.2268 -2.3403 4.8370
H 0.5856 -0.8841 4.4500
H -2.4726 0.4222 5.8244
H -2.1514 -0.7265 4.4942
H -1.2151 0.7066 4.5913
C -1.8938 -6.3517 0.1383
N -0.4799 -6.7419 0.5808
C 0.3931 -5.5731 0.4276
C -0.6085 -7.0673 2.0198
C 0.0048 -8.0161 -0.0758
C 0.6074 -8.0923 -1.4820
O 1.9859 -7.6526 -1.3826
H -2.6266 -7.0450 0.4998
H -1.9417 -6.3197 -0.9557
H -2.0290 -5.3216 0.5693
H 0.4990 -5.1320 -0.5525
H 1.3900 -5.8761 0.7547
H 0.0236 -4.8464 1.1083
H -1.0647 -8.0033 2.1016
H -0.9668 -6.1987 2.5072
H 0.4421 -7.2521 2.3865
H -0.9123 -8.6370 -0.0173
H 0.7893 -8.3664 0.5167
H 0.0701 -7.4471 -2.2123
H 0.5422 -9.1613 -1.8080
H 2.0271 -6.9410 -1.9754
C 0.5803 -1.1629 0.9398
N -0.4815 -0.2146 0.5864
C -1.3356 -0.0562 1.7012
C 0.1367 1.0632 0.2310
C -1.4537 -0.5987 -0.6224
C -0.9557 -1.2332 -1.8888
O -0.6544 -2.5446 -1.5852
H 0.0596 -2.0878 1.0953
H 1.0581 -1.0522 1.9231
H 1.3790 -1.1487 0.2038
H -1.7727 -1.0027 1.8931
H -2.1559 0.6215 1.4944
H -0.8440 0.3436 2.5691
H -0.6468 1.8657 0.1598
H 0.6885 0.8772 -0.7087
H 0.8844 1.3374 0.9877
H -1.9506 0.3539 -0.8934
H -2.1171 -1.3079 -0.1545
H -0.1786 -0.6765 -2.3882
H -1.8409 -1.1350 -2.5002
H -0.5532 -3.1331 -2.3621
B 3.2618 1.7115 -2.3731
F 3.4649 3.0079 -2.7904
F 4.3900 1.0279 -2.8615
F 3.2874 1.7203 -0.9212
F 2.0760 1.1103 -2.7941
B 0.0371 -4.9371 -3.9449
F 1.1882 -5.5558 -3.2942
F -1.0193 -4.9944 -3.1060
F 0.3857 -3.6172 -4.0501
F -0.1566 -5.5340 -5.1203
B -3.1651 -3.3584 1.7638
F -3.7909 -2.1682 2.2057
F -2.0091 -3.5048 2.5342
F -3.9941 -4.4153 1.9691
F -2.8553 -3.2477 0.4534
B -3.2873 2.7301 -1.7961
F -3.9230 3.4534 -2.7120
F -2.8485 1.5710 -2.4527
F -2.2024 3.3882 -1.3109
F -4.1344 2.3515 -0.7378
B 3.2801 -2.7236 2.8292
F 2.4751 -3.4222 1.8504
F 2.5348 -1.6198 3.3771
F 3.4673 -3.6310 3.8726
F 4.4816 -2.4006 2.2590
B -0.0703 2.8908 3.4840
F 0.6230 1.6479 3.4085
F -0.8180 3.0051 2.3024
F -0.8949 2.8666 4.6052
F 0.9143 3.8842 3.5852
```

HOMO level (eV): -13.142
Energy above the lowest of the compared OMol25 structures with the same formula, charge and spin (kcal per mole): 0.0
Energy (eV): -154087.1998
Net charge: +2
LUMO level (Eh): -0.1016

# 2
C3H3F3O in the gas phase at a distorted geometry, computed with the ωB97M-V functional and the def2-TZVPD basis.

Geometry as XYZ:
```
10
C3H3F3O | the Open Molecules 2025 dataset | the ωB97M-V functional and the def2-TZVPD basis
C -1.9438 0.4805 0.4043
C -1.4881 -0.6368 -0.1613
C 0.1518 -0.9308 -0.2154
O 0.8040 0.2473 -0.4222
F -3.2290 0.8514 0.3866
F -2.1751 -1.6668 -0.6298
F 0.4806 -1.3244 1.0945
H -1.1868 1.3604 0.7464
H 0.5258 -1.7839 -0.8910
H 0.4072 0.9375 0.2145
```

Structure (SMILES): O[C@@H](F)/C(F)=C/F
HOMO level (eV): -10.251
Energy above the lowest of the compared OMol25 structures with the same formula, charge and spin (kcal per mole): 48.6
Energy (eV): -13357.3423
Net charge: 0
LUMO level (Eh): 0.0234

# 3
A molecular structure, C17H24AuF5N3O2Ta at a distorted geometry, computed with the ωB97M-V functional and the def2-TZVPD basis.

Geometry as XYZ:
```
53
C17H24AuF5N3O2Ta | the Open Molecules 2025 dataset | the ωB97M-V functional and the def2-TZVPD basis
N -1.8652 -0.7965 -0.1828
C -2.8962 -1.4705 -0.4164
O -3.8459 -2.1348 -0.6143
Au -0.0312 2.3371 1.0982
Ta -0.0474 -0.2192 0.1888
N 0.2457 1.6234 -0.7784
N 0.6677 -1.4606 -1.1133
C -0.5953 2.4169 -1.7341
C 0.3370 -2.4546 -2.1438
C -0.1864 3.8823 -1.5543
C -0.3551 1.9660 -3.1764
C -2.0486 2.2301 -1.3360
C -0.2626 -3.6648 -1.4334
C 1.5942 -2.8440 -2.9204
C -0.6865 -1.8618 -3.0950
H -0.2381 4.1521 -0.4879
H -0.8780 4.5212 -2.1174
H 0.8326 4.0547 -1.9178
H 0.6588 2.2139 -3.5161
H -1.0613 2.5081 -3.8255
H -0.5318 0.8907 -3.3064
H -2.3463 1.1751 -1.3292
H -2.6827 2.7744 -2.0528
H -2.2219 2.6461 -0.3331
H 0.4583 -4.0911 -0.7258
H -0.5196 -4.4263 -2.1844
H -1.1723 -3.3865 -0.8878
H 2.3048 -3.3903 -2.2908
H 2.0792 -1.9534 -3.3359
H 1.3032 -3.5011 -3.7504
H -0.9375 -2.6285 -3.8459
H -0.2691 -0.9976 -3.6251
H -1.6114 -1.5756 -2.5845
C 1.7223 1.7290 -1.0518
H 2.2536 0.8358 -0.6811
H 1.9201 1.8251 -2.1278
H 2.1146 2.6085 -0.5139
C 1.9074 -1.7260 -0.2909
H 1.8728 -1.1725 0.6921
H 1.9887 -2.7978 -0.0526
H 2.8109 -1.4159 -0.8380
F -1.2049 2.5257 6.3323
C -0.7081 1.7749 5.3242
C -0.1238 2.3900 4.2319
F -0.0226 3.7318 4.2094
C 0.4752 1.6204 3.1586
F 1.8892 1.8357 3.0234
C 0.0894 0.1979 3.2129
O 0.0759 -0.5338 2.0962
C -0.3543 -0.4183 4.3855
F -0.4568 -1.7678 4.4378
C -0.7643 0.3732 5.4382
F -1.2210 -0.1883 6.5741
```

HOMO level (alpha / beta) (eV): -15.816 / -15.815
Energy above the lowest of the compared OMol25 structures with the same formula, charge and spin (kcal per mole): 5.7
Energy (eV): -45397.2578
Net charge: +2
LUMO level (alpha / beta) (Eh): -0.3303 / -0.3303

# 4
A molecular structure, C4H9N at a distorted geometry, computed with the ωB97M-V functional and the def2-TZVPD basis.

Geometry as XYZ:
```
14
C4H9N | the Open Molecules 2025 dataset | the ωB97M-V functional and the def2-TZVPD basis
C 0.7017 -0.0005 -1.2575
C -0.6162 -0.1276 -0.8217
C -1.0400 -0.4506 -2.1160
C 0.9337 0.4085 2.4712
N -1.2668 0.1479 0.2898
H 1.3080 -0.8600 -1.6076
H -0.0624 0.4168 2.8659
H 0.9602 0.9497 -1.7463
H -2.1474 -0.5542 -2.3016
H -0.5060 -0.6233 -3.0539
H 0.9550 0.3355 1.3512
H 1.5430 1.2213 2.8401
H 1.4056 -0.5202 2.7558
H -2.1683 -0.3432 0.3306
```

HOMO level (eV): -7.764
Energy above the lowest of the compared OMol25 structures with the same formula, charge and spin (kcal per mole): 130.6
Energy (eV): -5778.1476
Net charge: 0
LUMO level (Eh): -0.0512

# 5
A molecular structure, FH3NO2P at a distorted geometry, computed with the ωB97M-V functional and the def2-TZVPD basis.

Geometry as XYZ:
```
8
FH3NO2P | the Open Molecules 2025 dataset | the ωB97M-V functional and the def2-TZVPD basis
N -1.7282 0.2010 -0.0420
O -0.0943 -1.3897 1.2430
O 1.3901 0.4331 0.1067
F 0.0197 -1.7130 -1.1737
P -0.4742 -0.6847 -0.0215
H -2.0791 0.2780 -0.9052
H 0.8772 -1.0132 1.1977
H 1.0860 1.2836 -0.1846
```

HOMO level (eV): -10.901
Energy above the lowest of the compared OMol25 structures with the same formula, charge and spin (kcal per mole): 63.8
Energy (eV): -17639.8661
Net charge: 0
LUMO level (Eh): 0.0011